Entry 1:
Here is a molecular structure, C45H62AlClGe2NO3SSi3 in a non-equilibrium geometry from the Open Molecules 2025 dataset. Energies are from ωB97M-V/def2-TZVPD.

The geometry in ORCA input format:
```
! RIJCOSX wB97M-V def2-TZVPD def2/J DEFGRID3
* xyz -2 2
C 1.85890 -4.26710 -2.48420
C -1.09260 -4.20680 -3.26030
C -1.41340 0.07150 -4.27900
H -1.72100 2.51540 1.38620
C 3.70990 3.02610 -4.90930
C -0.12540 -6.24890 -1.38770
Si 1.71210 -3.58530 1.47850
Cl 0.72380 0.22110 1.76120
H 4.41730 0.58170 -3.10290
H 2.27680 -5.97550 0.81730
Si -1.99010 -3.63120 1.24060
H -4.29070 -1.88390 -2.66510
H -2.00060 -1.74530 2.90050
C -3.67740 -3.41020 0.31360
C -2.12310 -5.50700 1.70090
H -0.14590 2.05040 -3.10710
O -1.53880 0.19620 -0.12120
C 1.21630 -1.27820 -4.22830
C -3.67760 -0.71300 -4.34770
H 0.35080 -1.85320 -4.52780
Si 0.09060 -4.35190 -1.73430
C 2.32460 4.82380 -2.23220
H 2.47640 2.93840 -1.21540
H -3.93000 -0.00320 -0.86840
H -2.12290 -1.73980 -1.52170
C 2.32180 3.00020 -4.94830
C 3.53130 0.07090 -3.45370
H -3.36590 -2.80000 3.24690
H 4.19890 3.64220 -4.16520
H -1.20280 -3.17950 -3.58250
H 1.90540 -4.60020 -3.51750
H -4.51090 -3.87430 0.83790
H 0.61990 2.13750 -5.91470
H 2.05360 1.43120 -2.75980
H 3.71460 -3.53930 -0.05550
H 2.39150 6.81690 -3.00210
C 0.51870 5.59580 -4.84920
H -0.59240 0.58980 -4.75410
C -0.41770 3.08950 -3.26270
C 3.78260 5.82810 -0.08330
Ge 1.23510 4.11140 -3.72430
H 4.25000 -3.30720 1.60090
C -0.12220 6.41580 -7.03260
H 0.78700 -3.46810 3.83360
H 1.13080 4.71900 -6.70070
C 2.68400 6.16420 -2.18750
H 1.94420 0.79030 -7.49290
H 4.32800 6.22410 0.76400
H 4.41080 0.88670 -7.42590
H -4.62610 -0.78900 -4.86360
C -0.34110 3.22230 -0.74840
H -2.74510 0.43840 -5.90190
N -0.00260 -0.32740 -2.36570
C 2.29500 0.34930 -2.70130
C -0.91300 7.53270 -5.06710
C 2.44160 1.42610 -6.77410
H -0.09190 6.31760 -8.11150
H -2.08760 -4.57620 -3.02110
C -1.14220 3.56020 -2.01860
C -3.48460 -1.31300 -3.11200
H -0.72390 -4.78320 -4.10680
C -0.22870 6.62550 -4.28090
Al 0.34240 0.24920 -0.39110
H 2.22050 -3.24510 -2.44990
C -0.86620 7.43120 -6.44890
C 3.57400 -0.80990 -4.47830
H -4.39450 -0.10110 0.84290
H 0.96920 -5.96570 1.98390
C -1.20870 -0.50180 -3.01110
H 5.53910 2.30500 -5.74530
H 3.72680 3.82460 0.67550
H -3.17540 1.86190 2.18600
C 3.82540 1.47540 -6.73370
C 2.72930 3.98760 -1.20060
H -1.17870 -6.51150 -1.35670
C -3.89100 0.50720 0.09050
H -1.32810 4.63700 -2.03880
O 0.12350 2.02910 -0.70380
H -3.62650 -3.85310 -0.67720
H -4.40910 1.46370 0.02070
C -2.46180 0.73090 0.50820
C 3.44830 4.48680 -0.12920
H -3.91400 -2.35890 0.18760
H -1.74150 -3.26160 3.72770
C -2.31990 -2.78160 2.94290
H 3.48190 -1.99350 0.71930
C 4.45810 2.27430 -5.79500
H -2.13860 -6.11910 0.80560
H -1.50660 8.31190 -4.60400
H 0.34610 -6.86480 -2.15100
H -1.55580 1.10140 2.37590
C 0.56060 5.51520 -6.23850
H -1.27010 -5.82040 2.29440
H 3.66700 7.71890 -1.08860
H -3.02200 -5.73230 2.27190
H 4.50860 -1.01130 -4.98720
C -2.24100 1.60660 1.69190
C 3.46270 -3.06480 0.88890
C 1.11100 -0.43280 -3.12840
C 1.91580 -5.49990 1.72540
H -1.41810 8.12750 -7.06990
C 1.70130 2.18350 -5.88800
H -1.08690 3.14160 -4.12430
H -2.10170 3.03510 -1.93840
H 2.54860 -4.87840 -1.90840
C 3.40750 6.66730 -1.11990
H 2.45240 -2.17780 -5.72110
H 0.30790 -6.52130 -0.43420
S 2.58170 0.09080 -0.88000
C 1.59710 -2.97410 3.30180
H 2.62170 -5.73410 2.52140
C -2.62190 -0.02470 -4.92830
H -0.28340 6.70440 -3.20500
C -2.27410 -1.22080 -2.45460
H 1.39410 -1.90870 3.30650
H 2.51470 -3.14330 3.86340
O -0.23100 4.06460 0.12720
Ge -0.07020 -2.67350 0.05610
C 2.40860 -1.47430 -4.90100
*
```

Values from the calculation:
expectation value of S²: 0.78
LUMO energy (alpha / beta): 3.9 / 3.9 eV
energy relative to the best compared isomer or geometry (same formula, charge and spin): 60.2 kJ/mol
energy: -221932.4954 eV
maximum force: 2.20 eV/A

=====

Entry 2:
Here is a molecular structure, C54H45As2N2RuS3 in a non-equilibrium geometry from the Open Molecules 2025 dataset. Energies are from ωB97M-V/def2-TZVPD.

The geometry in ORCA input format:
```
! RIJCOSX wB97M-V def2-TZVPD def2/J DEFGRID3
* xyz 2 2
C -1.61012 6.66719 1.47116
H 2.32292 -2.45288 -4.84394
C -1.66585 -0.30780 -3.85061
C 5.47113 3.04177 0.59805
C -2.59507 -4.50995 0.38110
C 5.47294 -2.31597 -1.81483
C 4.82064 3.98786 -0.18061
C 4.28413 -1.64710 2.57350
C -1.32078 5.34977 1.81119
H -4.90441 1.48097 -1.40545
S 1.34856 1.04545 3.02006
H -0.83501 1.70963 4.53549
C 3.56513 -1.50439 -0.61059
As 2.70766 -0.16876 0.51108
C -1.27487 4.80327 3.16633
C 4.68874 -1.83985 3.89090
C 4.80926 -1.27206 -1.19048
C 4.13467 -1.08501 4.91723
C 3.30137 -0.71250 2.28474
C 3.13830 -0.16742 4.64862
C 3.00213 2.46793 -0.51779
H -1.17150 0.64073 -3.62558
H 0.86392 -1.13207 -3.39407
Ru 0.50787 0.77272 0.86122
C -1.12977 3.52916 5.64102
C 4.90051 1.79723 0.80980
C -1.24354 -1.58225 -6.00193
C -1.03591 4.82145 -0.54465
H -1.46631 5.47008 6.47320
C -1.05588 3.41346 3.24884
C -1.80697 -1.37068 -0.25279
H -0.76010 -2.64357 -7.79384
H -4.13414 -3.29116 -1.51668
S -0.20640 0.58666 -1.35707
H 4.47137 -1.22165 5.93257
C -3.16728 -3.15860 0.75901
C -3.71291 1.96092 2.23509
H -1.07038 3.04235 6.60221
H -1.10158 -7.95035 -0.51359
C -3.62123 -2.33031 -1.51145
H -3.37870 2.11937 3.25457
C -1.35119 4.89653 5.56688
H -1.83054 7.38503 2.24554
C -2.68256 -2.23572 -2.70590
H -2.23395 -1.32085 -6.34370
C -5.45611 1.43636 0.66770
C -1.41105 -0.67937 -1.40741
H -0.79251 4.10234 -1.31990
C -0.41290 -2.32818 -6.82196
H -1.60396 6.59644 4.29388
H -2.54804 2.08161 -0.94560
C -2.89218 -6.83215 -0.16030
C -3.42947 -5.59633 0.15883
N -2.87276 -2.20372 -0.28328
H 0.38282 -6.00887 -0.17828
H -2.62127 -0.09515 -4.34391
C 4.89631 -3.57500 -1.86704
C -1.33138 6.14123 -0.86439
H -1.99357 -3.09121 -2.71742
H -1.87820 8.06938 -0.11310
C -1.52181 -6.98812 -0.27471
H -4.49815 -5.48697 0.26303
C 1.31994 -2.22331 -5.16947
H -5.72676 1.51802 2.79142
H 5.25253 -0.28079 -1.14648
C -1.22076 -4.66581 0.23960
H 6.44466 -2.14583 -2.25334
H 3.21238 -4.78898 -1.34378
C -0.68669 -5.89956 -0.08358
C -5.03197 1.62587 1.97235
C 2.98033 -2.76821 -0.67206
C 0.86795 -2.65324 -6.40699
C 3.65147 -3.80273 -1.30125
As -0.94812 2.62206 1.48796
H -3.54719 -7.67424 -0.31370
C 2.69487 -0.01077 3.33637
C -1.42845 5.53334 4.34020
H -0.56274 -3.82223 0.40382
C 3.66730 1.50080 0.23777
C 0.49319 -1.47694 -4.35089
C -3.25055 1.93259 -0.12842
S -0.99550 -1.17408 1.27890
H 5.44413 -2.57846 4.11128
H 2.03151 2.22511 -0.96871
H 1.51028 -3.24627 -7.03826
C -4.56887 1.59842 -0.38514
H -4.25299 -3.21276 0.86695
C -1.63080 7.04960 0.14062
C -1.06072 4.42705 0.77985
C 3.58008 3.70738 -0.73125
H 5.28516 4.94370 -0.36391
H 4.72290 -2.22446 1.76483
H -4.37227 -1.53171 -1.56673
H 6.42795 3.27460 1.04081
H -6.48194 1.16557 0.46840
H 5.40709 1.05225 1.41932
N -1.94211 -0.99752 -2.61276
C -2.82010 2.11296 1.18169
H -1.33794 6.45875 -1.89563
H 5.42245 -4.38219 -2.35005
H -2.73476 -2.80772 1.69836
H 2.00590 -2.93412 -0.21340
H 3.07135 4.44326 -1.33460
C -0.79432 -1.14758 -4.76152
C -0.99055 2.78161 4.47829
H -3.24970 -2.24024 -3.63719
H 2.68232 0.40591 5.44027
*
```

Values from the calculation:
expectation value of S²: 0.84
LUMO energy (alpha / beta): -6.9 / -7.4 eV
energy relative to the best compared isomer or geometry (same formula, charge and spin): 100.2 kJ/mol
energy: -216461.6200 eV
maximum force: 4.99 eV/A

=====

Entry 3:
Here is a molecular structure, C5H6O2 from the Open Molecules 2025 dataset. Energies are from ωB97M-V/def2-TZVPD.

The geometry in ORCA input format:
```
! RIJCOSX wB97M-V def2-TZVPD def2/J DEFGRID3
* xyz 0 1
H -1.03379 -0.17877 0.68636
C -1.27273 -0.27140 -1.77674
O -2.25277 0.28587 -1.13763
C 0.86811 -1.05514 0.88127
H 2.27497 -2.50365 1.92030
C -0.03757 -0.09906 0.24252
H 1.43071 1.42573 -0.17924
H 0.58274 1.62930 1.36939
C 1.61419 -1.81742 1.43740
C 0.46357 1.33617 0.32255
O -0.13668 -0.49226 -1.16226
H -0.25685 2.00734 -0.15253
H -2.37035 -0.03567 -2.29904
*
```

Values from the calculation:
LUMO energy: 1.0 eV
energy relative to the best compared isomer or geometry (same formula, charge and spin): 505.0 kJ/mol
energy: -9371.8613 eV
maximum force: 0.53 eV/A

=====

Entry 4:
Here is a single CHF3O2S molecule in a non-equilibrium geometry from the Open Molecules 2025 dataset. Energies are from ωB97M-V/def2-TZVPD.

The geometry in ORCA input format:
```
! RIJCOSX wB97M-V def2-TZVPD def2/J DEFGRID3
* xyz 0 1
H 0.94702 -1.04633 1.06940
O -1.26431 1.38531 -0.13881
O 0.38397 0.85738 -1.98142
C 0.04094 -0.97659 0.53408
F -0.06060 -1.85660 -0.36634
F 1.08158 1.68674 0.25134
S -0.04131 0.84127 -0.57579
F -1.08729 -0.89119 1.20753
*
```

Values from the calculation:
LUMO energy: 0.0 eV
energy relative to the best compared isomer or geometry (same formula, charge and spin): 134.9 kJ/mol
SMILES: O=S(=O)(F)C(F)F
energy: -24134.1329 eV
maximum force: 3.85 eV/A